C6H40O15 | the ωB97M-V functional and the def2-TZVPD basis

```
61
Properties=species:S:1:pos:R:3:forces:R:3
O 3.088 -1.910 -2.415 -0.13 -0.29 -0.04
C 2.342 -1.243 -1.725 1.27 -1.01 -2.21
C 0.984 -0.879 -2.128 -3.29 -3.77 4.50
C 0.232 -0.315 -0.877 -2.01 3.16 -0.80
C 0.905 0.791 0.036 0.14 0.13 -2.18
C 1.496 2.079 -0.693 -2.35 1.39 3.18
C 0.510 3.367 -0.375 0.60 -5.20 2.71
H 2.780 -0.794 -0.878 0.27 0.64 1.65
H 0.266 -1.805 -2.340 2.06 1.55 -0.24
H 0.971 -0.269 -2.933 -0.13 2.07 -2.50
H -0.720 0.281 -1.318 1.98 -1.81 1.02
H -0.170 -1.063 -0.147 0.43 0.13 -1.03
H 0.042 1.116 0.600 0.24 0.10 0.92
H 1.714 0.354 0.597 -0.17 -0.04 0.60
H 2.436 2.354 -0.205 0.18 -0.35 -0.75
H 1.495 1.984 -1.733 0.59 -0.32 -1.68
H -0.491 2.996 -0.462 -0.74 -0.01 -0.46
H 0.665 4.160 -0.959 0.71 3.16 -2.24
H 0.564 3.589 0.701 0.40 0.25 -0.33
H -0.601 -1.587 1.939 0.10 0.30 -0.16
H -2.015 -2.122 2.115 -1.62 0.29 -0.57
O -1.118 -2.307 2.299 1.71 -0.73 0.62
H 0.927 -4.899 0.562 -0.51 0.19 0.02
H 0.088 -3.924 1.587 1.18 -0.90 -0.81
O 0.947 -4.401 1.382 -1.11 0.48 0.81
H 2.762 -2.140 3.987 0.82 -0.52 -0.80
H 1.333 -2.219 4.197 -1.49 -0.57 -0.46
O 2.078 -1.758 4.521 0.24 1.15 2.27
H 3.241 -0.173 1.783 1.61 0.39 -0.22
H 4.849 0.052 1.297 -3.38 -1.21 -0.25
O 3.914 -0.357 1.069 2.21 0.68 0.28
H 3.344 -2.419 1.722 0.51 -0.54 -1.04
H 2.280 -3.565 2.336 0.43 -0.37 -1.34
O 2.677 -2.692 2.335 -0.27 0.92 1.44
H -2.536 -0.960 -3.336 -1.11 0.03 0.36
H -3.245 0.247 -3.451 0.07 2.32 -0.79
O -3.450 -0.611 -3.177 0.55 -2.57 0.70
H 1.641 1.834 -4.825 0.33 -1.33 -0.53
H 2.547 0.637 -4.529 0.15 -0.22 0.03
O 1.849 0.909 -5.131 -0.52 1.59 0.53
H -3.408 0.896 -1.135 -4.02 -2.66 -3.56
H -3.000 1.088 0.193 -0.62 -0.52 3.34
O -2.778 1.287 -0.663 4.58 3.08 0.24
H -1.337 0.892 4.127 -0.38 0.13 -0.75
H -2.305 2.087 4.106 0.94 -1.68 -1.65
O -1.923 1.359 3.493 -0.66 1.63 2.34
H -3.667 1.141 2.180 1.30 0.61 0.60
H -4.893 0.409 2.241 -2.05 -0.94 1.18
O -4.238 0.630 1.629 0.86 0.28 -1.46
H 2.568 -0.261 3.873 -1.53 -3.02 3.21
H 3.258 1.192 3.830 -0.40 -0.84 0.21
O 2.870 0.428 3.379 1.58 4.32 -3.20
H -3.846 -1.007 0.631 -0.20 -0.20 0.65
H -3.858 -1.712 -0.632 -0.02 -0.68 -0.23
O -3.926 -1.918 0.311 0.27 0.80 -0.43
H -1.909 2.353 -1.798 -1.25 0.62 -0.27
H -2.825 3.159 -2.923 -1.86 0.60 0.44
O -2.017 2.779 -2.676 2.76 -0.37 -0.11
H -1.521 1.515 -3.460 0.14 -0.16 0.02
H -0.660 0.737 -4.448 0.73 -0.14 -0.86
O -1.203 0.610 -3.686 -0.12 -0.03 0.13
```
Forces are in eV/Å.

HOMO, eV: -9.05
Molecular weight, g mol⁻¹: 352.37
Orbital gap, hartree: 0.323
LUMO energy, Ha: -0.00951

***

C34H40LaN8O6S | the ωB97M-V functional and the def2-TZVPD basis

```
90
Properties=species:S:1:pos:R:3:forces:R:3
La 1.130 -0.562 0.574 -0.01 0.00 0.45
C 0.789 -4.151 0.953 2.07 -0.35 -0.19
N 1.770 -3.098 1.300 -0.14 1.09 -0.64
C 2.995 -3.259 1.700 -1.85 -0.40 -0.08
C 3.813 -2.111 1.928 -0.73 0.13 -0.78
C 5.057 -2.053 2.497 1.08 -1.06 1.31
C 5.453 -0.716 2.447 0.30 0.56 -0.26
C 4.461 -0.028 1.788 -1.08 -0.69 -0.70
N 3.409 -0.852 1.458 0.72 -0.40 0.57
C -0.285 -3.533 0.087 0.08 -0.11 0.57
C -0.089 -3.235 -1.264 -0.67 -0.60 1.41
C -1.141 -2.668 -1.930 -0.03 0.43 -0.72
C -2.315 -2.284 -1.334 -0.86 0.77 1.94
C -2.513 -2.505 0.057 0.39 -0.32 -0.44
C -1.478 -3.178 0.752 -0.07 1.18 -3.64
H 0.372 -4.515 1.866 -0.59 -0.22 0.72
H 1.330 -5.037 0.533 -0.58 0.66 -0.20
H 3.313 -4.285 1.891 0.58 0.13 0.08
H 5.584 -2.911 2.986 -0.50 0.99 -0.67
H 6.358 -0.224 2.734 0.46 -0.25 0.30
H 4.493 0.952 1.353 0.00 0.48 0.23
H 0.795 -3.494 -1.797 0.62 -0.20 -0.14
H -1.006 -2.508 -2.967 -0.06 0.33 -0.98
H -3.049 -1.661 -1.851 0.13 -0.57 -0.14
H -3.472 -2.185 0.530 1.07 -0.36 -0.30
H -1.502 -3.420 1.740 -0.55 -0.51 2.75
O -2.048 3.950 2.622 1.89 -0.45 0.68
C -1.043 3.655 3.496 -0.85 1.06 1.25
O -1.175 3.878 4.702 0.32 -0.67 -2.14
C 0.238 3.054 2.973 -0.41 -0.35 -0.71
C 1.354 2.787 3.728 -0.55 1.30 1.43
N 2.221 2.129 2.997 0.66 -1.02 -0.34
N 1.743 1.859 1.787 1.19 -0.84 -1.04
C 0.589 2.437 1.733 -2.59 1.00 -0.73
C -0.243 2.403 0.443 -0.44 0.36 0.07
O -1.130 3.264 0.337 0.45 -0.51 -0.07
O -0.003 1.497 -0.430 0.39 -0.27 1.27
H -1.708 3.748 1.682 -0.12 0.43 0.31
H 1.606 3.134 4.710 -0.10 -0.10 0.32
H 3.096 1.717 3.262 0.35 -0.05 0.16
C 1.640 -0.403 -7.408 -1.19 -0.34 0.81
C 0.624 -1.128 -6.445 1.44 2.39 0.06
C 1.185 -1.213 -5.029 0.73 -1.03 -0.40
N 1.181 0.073 -4.375 -0.62 0.68 0.00
C 1.494 0.356 -3.129 0.39 -0.13 -0.23
S 2.324 -0.754 -2.149 0.04 -0.22 0.14
N 1.283 1.614 -2.690 1.26 -0.31 1.02
C 0.611 2.710 -3.195 -1.30 -0.09 -1.64
O 1.054 3.808 -3.021 -0.07 0.43 0.24
C -0.667 2.383 -3.954 0.65 0.63 0.99
C -1.043 3.211 -5.015 -0.44 -0.59 0.01
C -2.226 2.936 -5.689 -0.40 -0.64 0.05
C -3.023 1.886 -5.236 0.03 0.14 1.03
C -2.705 1.170 -4.067 -0.93 -0.14 -0.41
C -1.500 1.381 -3.429 -0.23 0.22 -0.81
H 1.132 -0.225 -8.347 0.12 0.14 -0.25
H 2.533 -0.972 -7.588 0.37 -0.40 -0.04
H 1.942 0.555 -6.976 -0.07 0.01 -0.11
H 0.427 -2.111 -6.717 -0.35 -1.69 -0.91
H -0.291 -0.553 -6.517 -0.47 -0.03 0.35
H 2.251 -1.524 -5.191 -0.80 -0.03 0.64
H 0.647 -1.996 -4.436 0.53 0.80 -0.25
H 0.790 0.867 -4.871 -0.10 -0.36 -0.36
H 1.831 1.870 -1.878 -0.02 -0.14 -0.10
H -0.451 4.056 -5.311 0.41 0.14 0.06
H -2.585 3.509 -6.542 0.34 0.05 0.18
H -3.986 1.687 -5.668 -0.16 0.02 -0.40
H -3.489 0.499 -3.653 0.88 0.33 -0.35
H -1.250 0.790 -2.560 0.25 0.25 0.14
C -2.734 1.098 1.996 0.38 -2.05 0.15
N -2.207 0.565 3.280 -1.90 0.91 0.28
C -3.116 0.955 4.397 -0.23 -0.06 -0.82
C -2.423 0.697 5.710 -1.38 -0.35 1.35
C -1.777 -0.682 5.788 -0.30 -0.29 -0.83
N -0.849 -0.748 4.665 0.12 0.14 -0.38
C 0.207 -1.737 4.707 0.83 0.16 -0.28
C -1.128 -0.185 3.472 1.54 0.27 -0.95
O -0.243 -0.330 2.533 -1.20 -0.23 0.30
H -2.166 0.652 1.186 0.15 0.25 -0.18
H -2.721 2.166 1.982 -0.06 0.22 0.02
H -3.762 0.723 1.873 0.20 0.20 0.20
H -4.115 0.473 4.296 0.80 -0.45 0.09
H -3.412 2.008 4.208 0.76 -0.26 0.49
H -3.173 0.816 6.520 0.43 -0.10 -0.35
H -1.660 1.425 5.898 0.46 0.56 -0.05
H -2.460 -1.547 5.685 -0.21 0.52 0.22
H -1.205 -0.858 6.703 -0.12 0.37 -0.07
H 0.360 -1.985 5.762 0.14 -0.15 -0.41
H 1.149 -1.367 4.242 -0.60 -0.06 0.58
H -0.066 -2.611 4.112 -0.06 -0.27 0.25
```
Forces are in eV/Å.

HOMO, eV: -10.46
Molecular weight, g mol⁻¹: 827.72
Orbital gap, hartree: 0.290
LUMO energy, Ha: -0.09403
Charge: +1

***

C21H15Cl2NO3 | the ωB97M-V functional and the def2-TZVPD basis

```
42
Properties=species:S:1:pos:R:3:forces:R:3
Cl -6.524 3.184 -1.349 -0.20 0.06 -0.04
C -5.018 2.410 -1.121 1.00 -0.69 0.16
C -4.957 1.014 -0.947 0.10 0.39 -0.06
C -3.727 0.399 -0.760 0.39 0.17 -0.01
C -2.521 1.150 -0.767 -0.66 0.64 -0.11
C -1.264 0.473 -0.707 -0.39 0.27 -1.14
C -0.053 1.125 -0.916 0.84 0.13 -0.16
C 1.190 0.526 -0.767 -1.33 -0.07 -0.12
C 2.429 1.219 -0.930 0.98 0.62 -0.25
C 3.629 0.468 -0.996 -0.41 0.30 0.15
C 4.860 1.091 -1.125 -0.13 0.40 -0.10
C 4.917 2.493 -1.201 -0.83 -0.62 0.22
Cl 6.439 3.267 -1.312 0.19 0.13 -0.06
C 3.746 3.265 -1.151 -0.15 -0.34 -0.08
C 2.509 2.638 -1.031 0.38 -0.55 0.01
C -2.611 2.556 -0.934 -0.47 -0.32 0.04
C -3.842 3.174 -1.113 0.20 -0.18 -0.01
H -5.874 0.437 -0.982 0.13 0.05 0.09
H -3.656 -0.680 -0.614 -0.08 0.28 -0.02
H -1.323 -0.603 -0.611 0.31 -0.09 0.23
H -0.094 2.157 -1.281 0.17 -0.36 0.43
H 1.235 -0.537 -0.504 -0.14 0.33 0.05
H 3.560 -0.619 -0.944 0.11 0.25 0.06
H 5.775 0.510 -1.167 -0.10 0.10 0.00
H 3.817 4.347 -1.212 -0.01 -0.16 0.02
H 1.596 3.235 -0.998 0.39 -0.10 0.08
H -1.706 3.158 -0.931 -0.32 -0.03 0.02
H -3.891 4.246 -1.273 -0.07 -0.11 0.08
O -0.966 -1.315 0.927 -0.72 -0.39 -0.32
C -0.583 -2.473 1.250 0.76 -0.72 1.53
C 0.198 -2.606 2.481 -0.74 -0.11 -1.17
N 0.087 -1.552 3.472 0.10 0.85 0.84
O -1.051 -1.155 3.769 1.95 -0.42 -0.35
O 1.144 -1.143 4.008 -1.70 -0.49 -0.66
C 0.996 -3.697 2.733 -0.26 -0.12 0.13
C 0.895 -4.814 1.900 0.27 -0.23 0.08
C -0.027 -4.836 0.831 0.23 0.10 0.53
C -0.788 -3.716 0.538 0.22 0.82 0.01
H 1.616 -3.643 3.631 -0.07 -0.35 -0.35
H 1.510 -5.680 2.139 -0.21 0.10 -0.20
H -0.150 -5.755 0.239 0.05 0.47 0.31
H -1.519 -3.716 -0.273 0.25 0.00 0.09
```
Forces are in eV/Å.

HOMO, eV: -6.62
Molecular weight, g mol⁻¹: 400.26
Orbital gap, hartree: 0.138
LUMO energy, Ha: -0.10525

***

C5H23N2O5S | the ωB97M-V functional and the def2-TZVPD basis

```
36
Properties=species:S:1:pos:R:3:forces:R:3
C 0.469 -2.226 1.896 -1.08 0.96 -0.56
C -0.930 -2.351 1.247 -0.54 -0.60 0.91
S -2.250 -1.522 2.239 0.15 0.52 -0.70
C 1.179 -0.999 1.327 1.02 -1.48 -1.42
N 1.476 -1.330 -0.095 0.10 1.09 -0.17
C 1.977 -0.160 -0.909 -0.84 -1.22 2.08
C 1.055 0.022 -2.122 2.15 -0.40 -0.10
N 1.040 1.361 -2.689 -0.55 -0.02 -0.42
H 0.250 -2.059 2.942 0.30 -0.33 0.44
H 0.998 -3.157 1.695 0.52 0.19 0.20
H -1.202 -3.411 1.228 0.10 -0.05 0.01
H -0.972 -2.049 0.205 0.12 0.25 -0.03
H 0.625 -0.067 1.469 -0.28 -0.06 0.01
H 2.203 -0.882 1.681 -0.08 0.09 0.85
H 0.646 -1.669 -0.546 -0.34 -0.13 0.06
H 2.011 0.709 -0.254 -0.34 0.26 -0.20
H 3.024 -0.434 -1.026 0.18 0.42 -1.19
H 0.056 -0.308 -1.896 -0.51 0.15 0.33
H 1.444 -0.737 -2.814 -0.31 0.33 -0.56
H 1.938 1.818 -2.613 0.10 -0.15 0.03
H 0.411 1.917 -2.123 0.22 0.20 0.11
H 2.620 0.923 2.335 -0.58 0.15 -0.25
H 2.372 2.155 1.350 -0.62 -0.37 0.15
O 3.016 1.647 1.851 1.16 0.45 0.13
H -3.197 -2.213 -0.543 0.05 -0.03 0.04
H -2.889 -0.784 -0.323 0.05 -0.13 0.05
O -2.976 -1.423 -1.050 -0.15 0.15 -0.15
H -1.802 1.645 -1.655 -0.08 0.52 0.91
H -2.828 1.149 -2.475 -1.06 -0.32 -0.25
O -2.772 1.671 -1.670 0.96 -0.25 -1.09
H -2.876 1.636 0.240 0.52 0.80 -0.12
H -2.094 0.952 1.238 0.43 -0.12 0.83
O -2.121 1.842 0.829 -0.79 -1.07 0.17
H -0.348 2.123 0.501 0.04 0.06 -0.31
H 0.061 3.543 0.387 0.16 0.08 -0.12
O 0.385 2.669 0.139 -0.13 0.03 0.37
```
Forces are in eV/Å.

HOMO, eV: -3.48
Molecular weight, g mol⁻¹: 223.31
Orbital gap, hartree: 0.237
LUMO energy, Ha: 0.10942
Charge: -1

***

C4H11NS | the ωB97M-V functional and the def2-TZVPD basis

```
17
Properties=species:S:1:pos:R:3:forces:R:3
C -2.004 0.486 1.201 0.51 -0.43 0.97
C -1.625 -0.147 -0.128 0.10 0.38 -0.11
S -0.212 -1.317 -0.108 0.10 1.17 0.14
C 1.036 -0.131 0.541 0.57 -0.53 0.02
N 1.109 1.187 -0.089 0.97 0.15 -0.29
C 1.908 1.114 -1.347 -0.04 -1.09 0.90
H -2.509 -0.264 1.821 -0.08 0.24 -0.01
H -2.601 1.396 1.160 -0.34 -0.19 -0.52
H -1.136 0.813 1.782 0.12 -0.17 -0.21
H -1.412 0.630 -0.862 0.08 -0.12 -0.04
H -2.453 -0.738 -0.492 -0.22 -0.14 -0.24
H 2.027 -0.608 0.435 -0.39 -0.40 0.03
H 0.868 -0.044 1.616 -0.12 0.31 -0.12
H 1.776 1.683 0.498 -0.62 0.30 0.47
H 2.836 0.528 -1.137 -0.41 0.19 -0.38
H 2.236 2.100 -1.667 -0.46 0.05 -0.19
H 1.303 0.560 -2.063 0.25 0.30 -0.41
```
Forces are in eV/Å.

HOMO, eV: -8.62
Structure (SMILES): CCSCNC
Molecular weight, g mol⁻¹: 105.21
Orbital gap, hartree: 0.352
LUMO energy, Ha: 0.03560

***

C15H34N3O3Si | the ωB97M-V functional and the def2-TZVPD basis

```
56
Properties=species:S:1:pos:R:3:forces:R:3
C 5.387 0.771 -0.184 0.23 -0.15 0.06
C 5.143 -0.635 -1.011 1.35 -0.23 0.47
O 3.785 -1.197 -0.864 0.92 -0.49 -0.62
C 3.739 -2.611 -1.285 0.17 -0.39 -0.60
C 2.206 -3.120 -1.689 1.92 0.05 -0.52
O 1.447 -3.509 -0.491 -1.45 1.49 -1.23
C 0.077 -2.939 -0.501 0.04 0.31 -1.16
C 0.035 -1.368 0.072 -0.67 0.05 -0.03
C -0.980 -1.228 1.354 -0.26 -2.14 -0.99
N -1.591 0.144 1.537 1.48 1.22 -2.11
C -0.921 1.198 0.667 -1.72 -2.78 -2.38
N -0.419 2.323 1.305 -0.77 1.38 -0.65
N -0.909 0.954 -0.826 2.61 0.39 6.10
Si 0.025 2.193 -1.736 0.97 2.83 -2.45
C 1.795 2.543 -1.062 0.86 0.82 1.32
C 0.258 1.734 -3.632 0.21 -1.20 -0.62
C -1.034 3.847 -1.767 -0.05 -0.94 0.54
C -0.528 -0.463 -1.191 -1.52 -2.97 0.47
H 5.943 1.531 -0.890 -1.18 -1.51 1.42
H 6.106 0.556 0.734 -1.72 0.53 -1.89
H 4.391 1.281 0.198 2.06 -1.23 -0.82
H 5.898 -1.441 -0.583 -1.43 1.64 -0.85
H 5.461 -0.454 -2.128 -1.02 -0.49 1.91
H 4.411 -2.687 -2.268 -1.46 -0.15 2.05
H 4.188 -3.298 -0.419 -1.00 1.39 -1.92
H 1.711 -2.286 -2.344 0.74 -1.44 1.42
H 2.375 -4.061 -2.398 -0.50 1.84 1.62
H -0.253 -2.926 -1.647 0.45 0.10 2.43
H -0.711 -3.635 0.040 2.05 1.36 -0.76
H 1.098 -1.013 0.410 -1.80 -0.72 -0.93
H -1.883 -1.980 1.146 1.98 1.55 0.61
H -0.429 -1.575 2.329 -1.09 0.81 -1.87
H -2.629 0.107 1.360 1.24 0.36 0.08
H 0.557 2.393 1.683 -1.50 -0.50 -0.76
H -0.999 3.213 1.369 1.04 -1.84 -0.08
H 2.343 1.624 -0.589 -0.95 1.62 -1.02
H 1.684 3.365 -0.203 0.38 -1.72 -1.81
H 2.481 3.035 -1.884 -1.43 -1.16 1.52
H 0.732 2.644 -4.238 -1.19 -1.92 1.45
H 1.023 0.825 -3.730 -1.57 1.94 0.07
H -0.757 1.383 -4.127 2.09 0.85 0.84
H -1.266 4.129 -0.653 0.40 0.01 -2.30
H -0.387 4.638 -2.346 -1.61 -1.37 1.24
H -2.038 3.555 -2.292 1.86 0.97 0.82
H 0.262 -0.563 -2.049 -1.64 0.82 1.52
H -1.539 -0.997 -1.534 2.27 1.05 0.48
C -6.255 0.247 4.498 -0.05 0.46 -0.27
C -5.392 -0.236 3.363 0.22 0.85 -0.95
O -5.118 0.496 2.414 -0.02 -0.82 0.91
C -4.878 -1.649 3.435 0.24 0.06 -0.37
H -6.553 1.284 4.312 0.08 -0.25 0.02
H -7.156 -0.369 4.568 0.14 -0.05 0.18
H -5.694 0.207 5.435 -0.15 -0.18 0.00
H -5.717 -2.349 3.457 0.11 0.00 0.20
H -4.255 -1.773 4.324 -0.21 -0.12 0.04
H -4.270 -1.859 2.549 -0.15 0.03 0.15
```
Forces are in eV/Å.

HOMO, eV: -12.14
Molecular weight, g mol⁻¹: 332.54
Orbital gap, hartree: 0.251
LUMO energy, Ha: -0.19487
Charge: +1

***

CHF3N3 | the ωB97M-V functional and the def2-TZVPD basis

```
8
Properties=species:S:1:pos:R:3:forces:R:3
C -2.070 1.063 0.008 -0.95 1.25 0.37
N -1.228 0.309 -0.026 1.29 -1.74 -0.37
N 1.464 -1.935 -0.872 0.76 -0.27 -1.41
N 0.951 -1.602 0.021 -0.39 -0.64 0.02
F -2.930 1.951 0.135 -0.59 0.38 -0.12
F 0.317 -1.522 1.057 -0.53 0.43 1.36
F 1.413 0.564 0.087 2.99 2.88 -1.84
H 2.082 1.173 -0.409 -2.57 -2.28 1.98
```
Forces are in eV/Å.

HOMO, eV: -16.42
Molecular weight, g mol⁻¹: 112.03
Orbital gap, hartree: 0.359
LUMO energy, Ha: -0.24417
Charge: +1

***

C2H2FFeO2 | the ωB97M-V functional and the def2-TZVPD basis

```
8
Properties=species:S:1:pos:R:3:forces:R:3
F -1.809 -1.111 -0.259 0.85 0.91 0.28
C -0.765 -0.297 -0.099 -0.22 -1.53 -0.73
C -0.730 1.020 -0.062 0.50 0.50 -0.02
H -1.701 1.509 -0.162 0.42 0.12 0.22
O 0.319 -1.183 -0.149 -0.83 -0.18 0.20
O 1.527 -0.493 0.051 0.56 0.36 0.01
H 1.962 -1.008 0.748 -0.05 -0.15 0.09
Fe 1.198 1.563 -0.068 -1.23 -0.03 -0.05
```
Forces are in eV/Å.

HOMO (spin up / spin down), eV: -14.35 / -14.45
Molecular weight, g mol⁻¹: 132.88
Expectation value of S²: 6.009
Orbital gap (spin up / spin down), hartree: 0.293 / 0.288
LUMO energy (spin up / spin down), Ha: -0.23447 / -0.24289
2S+1: 5
Charge: +1